[1]
Below is a molecular structure, C3H3CeO3, with properties calculated with ωB97M-V with the def2-TZVPD basis set.

Each line ends with the Löwdin spin population.
CARTESIAN COORDINATES (ANGSTROEM)
C  1.18  2.35  0.39  -0.051
O  0.58  -0.34  0.37  -0.044
C  -0.05  0.48  -0.40  0.004
C  1.72  1.57  1.39  -0.041
O  0.39  1.69  -0.60  -0.021
O  -1.25  0.20  -0.68  -0.038
H  0.75  3.32  0.61  -0.004
H  2.49  0.83  1.18  -0.002
H  1.55  1.88  2.42  -0.003
Ce  -1.15  -2.13  -0.05  1.199

Net charge ... +2
HOMO-LUMO gap (alpha / beta) ... 3.8 / 5.5 eV
LUMO (alpha / beta) ... -11.873 / -10.672 eV
Spin multiplicity ... 2

***

[2]
Below is 2 unconnected molecules or ions with the total composition C3H3Cl, with properties calculated with ωB97M-V with the def2-TZVPD basis set.

Each line ends with the Mulliken charge.
CARTESIAN COORDINATES (ANGSTROEM)
C  -0.29  -1.09  -0.22  -0.079
C  -0.20  -0.07  -1.07  -0.298
C  1.04  -0.48  -0.38  -0.177
Cl  2.59  -0.78  -0.85  -0.158
H  -0.86  -1.73  0.44  0.319
H  -0.60  0.56  -1.73  0.390
H  0.44  1.89  1.34  0.002

HOMO-LUMO gap (alpha / beta) ... 6.7 / 10.8 eV
LUMO (alpha / beta) ... -0.121 / 0.717 eV

***

[3]
Below is a single C3H3Cl molecule, with properties calculated with ωB97M-V with the def2-TZVPD basis set.

Each line ends with the Mulliken charge.
CARTESIAN COORDINATES (ANGSTROEM)
C  -1.57  -0.70  0.05  0.049
C  -0.49  -0.17  -0.07  -0.379
C  0.73  0.52  0.01  -0.385
Cl  2.16  -0.63  0.00  -0.197
H  -2.56  -1.24  -0.08  0.365
H  0.81  1.09  0.93  0.281
H  0.92  1.14  -0.84  0.266

HOMO-LUMO gap ... 11.4 eV
LUMO ... 0.966 eV
SMILES ... C#CCCl

***

[4]
Below is a single C3H3Cl molecule, with properties calculated with ωB97M-V with the def2-TZVPD basis set.

Each line ends with the Löwdin spin population.
CARTESIAN COORDINATES (ANGSTROEM)
C  0.05  -0.39  0.63  0.609
C  0.14  0.80  0.11  0.717
C  -1.04  -0.40  -0.39  0.318
Cl  -2.57  0.17  0.08  0.218
H  0.43  -0.94  1.47  0.058
H  0.15  1.79  0.22  0.067
H  -0.84  -0.82  -1.30  0.013

HOMO-LUMO gap (alpha / beta) ... 6.4 / 7.0 eV
LUMO (alpha / beta) ... 1.055 / -2.605 eV
Spin multiplicity ... 3

***

[5]
Below is a single C3H3Cl2F molecule, with properties calculated with ωB97M-V with the def2-TZVPD basis set.

Each line ends with the Mulliken charge.
CARTESIAN COORDINATES (ANGSTROEM)
C  1.74  -1.00  -0.37  -0.972
C  0.28  -0.53  -0.28  0.304
Cl  -0.70  -1.45  -1.34  -0.188
C  -0.27  0.45  0.38  0.339
F  -1.62  0.70  0.41  -0.228
Cl  0.57  1.65  1.29  -0.158
H  2.12  -0.88  -1.42  0.294
H  1.80  -1.98  0.00  0.320
H  2.38  -0.36  0.27  0.288

HOMO-LUMO gap ... 10.3 eV
LUMO ... 0.769 eV
SMILES ... C/C(Cl)=C(/F)Cl

***

[6]
Below is a molecular structure, C3H3Cl2F3N3O2PS, with properties calculated with ωB97M-V with the def2-TZVPD basis set.

Each line ends with the Mulliken charge.
CARTESIAN COORDINATES (ANGSTROEM)
C  -1.42  -0.67  0.04  0.447
C  2.92  0.20  0.20  -0.799
C  -2.37  -1.69  0.63  0.800
N  -0.55  -1.14  -0.77  -0.455
N  -1.62  0.54  0.52  -0.544
N  1.50  -0.05  0.27  -0.298
O  0.11  1.38  -1.33  -0.448
O  1.42  -0.69  -2.27  -0.568
F  -3.64  -1.53  0.24  -0.289
F  -2.13  -2.93  0.27  -0.248
F  -2.44  -1.53  1.94  -0.253
P  -0.75  1.83  -0.09  1.067
S  0.81  -0.32  -1.05  1.007
Cl  0.45  2.48  1.31  -0.151
Cl  -1.97  3.17  -0.51  -0.127
H  3.36  0.04  -0.89  0.311
H  3.04  1.28  0.51  0.218
H  3.28  -0.36  0.99  0.328

HOMO-LUMO gap ... 9.7 eV
LUMO ... -0.141 eV

***

[7]
Below is 2 unconnected molecules or ions with the total composition C3H3Cl2N4, with properties calculated with ωB97M-V with the def2-TZVPD basis set.

Each line ends with the Mulliken charge.
CARTESIAN COORDINATES (ANGSTROEM)
C  1.01  0.41  0.23  0.545
C  -0.02  0.71  -0.68  -0.670
C  -1.84  -0.93  -0.70  -0.330
N  1.14  1.04  1.54  -0.182
N  2.16  -0.22  0.01  -0.352
N  2.25  0.72  2.01  -0.349
N  2.87  -0.11  1.13  -0.343
Cl  -1.81  -1.58  0.96  -0.199
Cl  -3.43  -0.21  -1.10  -0.234
H  0.16  0.68  -1.79  0.302
H  -0.83  1.20  -0.23  0.487
H  -1.65  -1.69  -1.38  0.324

Net charge ... -1
HOMO-LUMO gap (alpha / beta) ... 7.2 / 7.2 eV
LUMO (alpha / beta) ... 3.075 / 3.074 eV

***

[8]
Below is 2 unconnected molecules or ions with the total composition C3H3Cl2NO, with properties calculated with ωB97M-V with the def2-TZVPD basis set.

Each line ends with the Mulliken charge.
CARTESIAN COORDINATES (ANGSTROEM)
O  -2.09  -0.91  -0.85  -0.242
N  -1.03  -1.52  -0.40  -0.151
C  -0.50  -1.16  0.67  -0.249
Cl  -1.23  0.00  1.83  -0.229
H  -2.29  -0.22  -0.26  0.278
H  0.38  -1.63  0.92  0.569
C  1.94  0.53  -0.22  -0.385
C  3.10  0.15  -0.07  0.068
Cl  4.36  -0.91  0.00  -0.107
H  1.17  1.16  -0.13  0.447

HOMO-LUMO gap ... 10.7 eV
LUMO ... 0.524 eV
SMILES ... O/N=C\Cl.C#CCl

***

[9]
Below is 2 unconnected molecules or ions with the total composition C3H3Cl2O2, with properties calculated with ωB97M-V with the def2-TZVPD basis set.

Each line ends with the Mulliken charge.
CARTESIAN COORDINATES (ANGSTROEM)
C  2.44  -1.07  -0.30  0.573
C  1.40  -0.13  -0.74  -0.025
C  -1.92  -0.52  0.37  -0.554
O  1.98  -1.23  -1.52  -0.363
O  3.20  -1.43  0.50  -0.501
Cl  -2.89  -2.00  -0.01  -0.299
Cl  -2.84  0.84  -0.53  -0.317
H  1.79  0.93  -0.88  0.196
H  0.45  -0.38  -0.27  0.207
H  -2.21  -0.54  1.52  0.084

Net charge ... -1
HOMO-LUMO gap ... 6.3 eV
LUMO ... 3.446 eV

***

[10]
Below is 3 unconnected molecules or ions with the total composition C3H3Cl9, with properties calculated with ωB97M-V with the def2-TZVPD basis set.

Each line ends with the Mulliken charge.
CARTESIAN COORDINATES (ANGSTROEM)
Cl  2.62  1.00  -1.13  -0.124
C  0.88  1.05  -0.77  0.156
Cl  -0.11  0.14  -1.94  -0.100
Cl  0.31  2.70  -0.72  -0.108
H  0.73  0.54  0.18  0.180
Cl  0.63  1.16  5.34  -0.114
C  0.65  2.11  3.87  0.063
Cl  -0.92  2.18  3.14  -0.101
Cl  1.90  1.42  2.74  -0.129
H  0.97  3.13  4.11  0.286
Cl  -1.90  -4.71  -2.44  -0.131
C  -1.47  -3.05  -2.90  0.124
Cl  -2.90  -2.14  -3.49  -0.123
Cl  -0.12  -2.99  -4.04  -0.099
H  -1.27  -2.53  -1.96  0.219

HOMO-LUMO gap ... 11.6 eV
LUMO ... 0.447 eV
SMILES ... ClC(Cl)Cl.ClC(Cl)Cl.ClC(Cl)Cl

***

[11]
Below is a single C3H3ClF2 molecule, with properties calculated with ωB97M-V with the def2-TZVPD basis set.

Each line ends with the Mulliken charge.
CARTESIAN COORDINATES (ANGSTROEM)
C  1.16  -0.23  0.01  -0.926
C  -0.19  0.49  0.03  0.278
F  -0.12  1.79  0.07  -0.268
C  -1.44  -0.03  0.03  0.428
F  -2.47  0.78  0.00  -0.216
Cl  -1.68  -1.70  0.06  -0.160
H  1.87  0.22  -0.74  0.288
H  1.18  -1.20  -0.46  0.341
H  1.70  -0.11  1.00  0.234

HOMO-LUMO gap ... 9.9 eV
LUMO ... 0.797 eV
SMILES ... C/C(F)=C(/F)Cl

***

[12]
Below is a single C3H3ClF2 molecule, with properties calculated with ωB97M-V with the def2-TZVPD basis set.

Each line ends with the Mulliken charge.
CARTESIAN COORDINATES (ANGSTROEM)
C  0.21  -0.46  1.02  -0.766
C  -0.30  -0.77  -0.12  0.486
F  0.29  -1.42  -1.12  -0.237
C  -1.62  -0.22  -0.65  0.079
F  -1.45  1.10  -1.16  -0.240
Cl  -2.83  -0.04  0.65  -0.170
H  1.26  -0.71  1.34  0.254
H  -0.38  -0.03  1.68  0.334
H  -2.16  -0.78  -1.42  0.260

HOMO-LUMO gap ... 11.6 eV
LUMO ... 0.931 eV
SMILES ... C=C(F)[C@H](F)Cl

***

Calculated max |F| in order - 4.17, 4.52, 2.36, 5.01, 3.13, 5.66, 3.61, 5.16, 4.05, 1.01, 2.88, 4.86 eV Å⁻¹
Calculated relative energy (zero: lowest compared OMol25 entry of this formula, charge and spin) in order - 0.000, 5.342, 0.000, 1.614, 0.151, 0.000, 1.357, 4.504, 3.832, 0.226, 0.829, 0.819 eV